Molecular formula: C4H15N2O
Method: DFT, ωB97M-V/def2-TZVPD

Positions of all 22 atoms, in Å:
C 1.799 1.247 1.277
C 0.659 0.434 0.701
C 1.104 -0.703 -0.223
C -0.039 -1.569 -0.819
N -1.393 -1.018 -0.612
N -0.289 -0.117 1.687
H 2.324 1.804 0.504
H 1.433 1.982 2.001
H 2.518 0.621 1.795
H 0.082 1.157 0.105
H 1.748 -0.384 -1.008
H 1.688 -1.351 0.445
H 0.067 -2.555 -0.365
H 0.149 -1.803 -1.869
H -2.069 -1.665 -1.015
H -1.444 -0.846 0.433
H -1.620 -0.100 -1.014
H 0.147 -0.805 2.286
H -0.608 0.622 2.306
H -1.372 1.779 -2.535
H -2.816 1.937 -2.044
O -2.067 1.331 -2.034

Summary:
Charge: +1
Highest occupied orbital energy, eV: -13.99
Orbital gap, eV: 11.1
Energy above the lowest of the compared OMol25 structures with the same formula, charge and spin, kcal per mole: 6.8


Molecular formula: C26H45INO7P2S
Method: DFT, ωB97M-V/def2-TZVPD

Positions of all 83 atoms, in Å:
C 4.756 -2.119 6.099
C 5.261 -1.580 4.877
C 5.288 -0.724 3.440
C 4.077 -1.135 2.415
C 2.590 -1.236 3.095
C 1.499 -0.135 2.541
C 1.533 1.354 3.299
I 2.965 1.833 4.900
C 0.448 2.502 2.851
P 0.530 4.188 3.762
S 2.184 5.125 3.194
C -0.642 2.176 1.670
C -1.820 3.254 1.172
C -1.219 4.693 0.672
C -2.052 6.013 1.167
C -3.661 5.784 1.386
O -4.366 5.428 0.276
O -4.418 5.970 2.632
C -3.826 5.254 3.770
C -4.723 4.016 4.363
C -0.544 0.666 0.966
N 0.493 -0.380 1.424
C 0.448 -1.711 0.682
C -0.689 -2.755 1.242
O -2.010 -2.154 1.479
C -2.249 -1.873 2.904
C -3.649 -2.646 3.312
H 4.448 -2.316 7.236
H 5.395 0.428 3.647
H 6.303 -1.070 2.915
H 4.335 -2.223 2.007
H 4.061 -0.422 1.487
H 2.571 -1.169 4.266
H 2.133 -2.306 2.828
H 0.541 4.012 5.201
H -0.555 5.074 3.424
H -2.297 2.739 0.206
H -2.578 3.308 2.063
H -0.087 4.849 1.009
H -1.224 4.717 -0.521
H -1.627 6.498 2.168
H -1.930 6.870 0.345
H -3.739 6.053 4.654
H -2.743 4.847 3.601
H -5.559 4.440 5.099
H -3.997 3.384 5.067
H -5.158 3.289 3.552
H -1.313 0.425 0.091
H 0.256 -1.493 -0.468
H 1.500 -2.271 0.743
H -0.845 -3.565 0.380
H -0.286 -3.383 2.172
H -1.370 -2.165 3.619
H -2.406 -0.698 3.034
H -4.357 -2.623 2.354
H -4.199 -2.095 4.199
H -3.355 -3.757 3.570
O 0.854 -2.475 -3.899
P 0.853 -2.737 -5.425
O 2.048 -1.641 -5.759
C 3.385 -1.999 -5.461
C 3.899 -3.074 -6.396
O -0.441 -1.740 -5.754
C -1.382 -1.428 -4.735
C -0.980 -0.170 -3.981
O 0.853 -3.031 -7.130
C 0.698 -4.394 -7.496
C -0.552 -5.021 -6.907
H 3.463 -2.322 -4.418
H 3.995 -1.101 -5.571
H 3.420 -4.035 -6.180
H 4.979 -3.208 -6.283
H 3.680 -2.827 -7.441
H -1.517 -2.281 -4.061
H -2.350 -1.262 -5.223
H 0.073 -0.176 -3.680
H -1.598 -0.044 -3.087
H -1.113 0.711 -4.619
H 1.585 -4.953 -7.184
H 0.647 -4.436 -8.588
H -0.511 -5.045 -5.813
H -0.671 -6.050 -7.262
H -1.441 -4.444 -7.181

Summary:
Charge: +1
Highest occupied orbital energy, eV: -11.34
Orbital gap, eV: 6.5


Molecular formula: C6H11N
Method: DFT, ωB97M-V/def2-TZVPD

Positions of all 18 atoms, in Å:
C -1.756 -0.756 -2.658
C -0.429 -0.713 -1.926
C -0.250 0.171 -0.817
N -0.666 -0.165 0.516
C -0.110 0.593 1.622
C 2.232 0.256 2.390
C 1.383 0.834 1.567
H -2.321 0.176 -2.553
H -1.635 -0.841 -3.759
H -2.430 -1.578 -2.362
H 0.385 -1.308 -2.334
H 0.116 1.212 -0.808
H -0.590 -1.175 0.624
H -0.383 0.087 2.540
H -0.558 1.601 1.621
H 1.928 -0.489 3.109
H 3.289 0.499 2.315
H 1.794 1.595 0.913

Summary:
Spin multiplicity: 2
Charge: -1
Highest occupied orbital energy (alpha / beta), eV: -0.35 / -0.38
Orbital gap (alpha / beta), eV: 4.2 / 4.2
Energy above the lowest of the compared OMol25 structures with the same formula, charge and spin, kcal per mole: 55.5


Molecular formula: C11H17INO3P2
Method: DFT, ωB97M-V/def2-TZVPD

Positions of all 35 atoms, in Å:
C -2.774 -0.275 -2.125
C -2.965 -0.218 -0.593
C -1.675 -0.001 0.222
C -0.903 -1.334 0.543
C 0.032 -1.207 1.772
P 0.029 -1.822 -0.997
C 1.755 -2.451 -0.547
O 1.919 -3.622 -0.146
O 2.674 -1.630 -0.700
P -1.100 -3.503 -1.811
O -0.229 -3.770 -3.202
I -0.923 -5.476 -0.320
H -2.789 -1.289 -2.525
H -1.873 0.236 -2.461
H -3.637 0.224 -2.584
H -3.533 -1.088 -0.250
H -3.606 0.651 -0.402
H -1.937 0.516 1.150
H -0.973 0.603 -0.356
H -1.644 -2.107 0.783
H 0.573 -0.253 1.757
H 0.725 -2.045 1.864
H -0.552 -1.204 2.701
H -0.441 -4.640 -3.554
N 1.150 2.010 0.989
C 2.457 1.854 0.771
C 3.379 2.890 0.832
C 2.922 4.161 1.134
C 1.568 4.346 1.362
C 0.732 3.243 1.276
H 2.770 0.839 0.535
H 4.427 2.701 0.648
H 3.609 4.996 1.191
H 1.167 5.323 1.598
H -0.336 3.342 1.446

Summary:
Charge: -1
Highest occupied orbital energy, eV: -4.15
Orbital gap, eV: 6.9
Energy above the lowest of the compared OMol25 structures with the same formula, charge and spin, kcal per mole: 0.0


Molecular formula: C35H42Br2Cl2MgN5O10Si
Method: DFT, ωB97M-V/def2-TZVPD

Positions of all 98 atoms, in Å:
Mg 0.204 -1.021 0.121
O 1.932 0.535 -2.827
C 1.996 -0.155 -1.821
O 1.215 -1.130 -1.490
C 3.108 0.121 -0.818
C 4.392 0.307 -1.246
C 5.414 0.527 -0.317
C 5.160 0.555 1.031
C 3.864 0.365 1.468
C 2.769 0.201 0.579
O 1.552 0.174 0.971
N 3.672 0.329 2.926
O 2.749 -0.321 3.371
O 4.521 0.867 3.622
N 6.789 0.711 -0.775
O 7.015 0.601 -1.967
O 7.643 0.987 0.052
H 4.616 0.290 -2.303
H 5.955 0.710 1.743
C -1.650 -0.068 2.692
O -0.679 -0.977 2.166
C -0.513 -2.167 2.810
C -1.228 -2.554 3.920
C -0.934 -3.775 4.524
Br -1.923 -4.297 6.055
C 0.053 -4.595 4.047
C 0.774 -4.212 2.908
C 0.473 -3.014 2.274
O 1.099 -2.600 1.149
C 1.873 -5.022 2.376
N 2.581 -4.676 1.329
C 3.533 -5.672 1.161
C 4.536 -5.798 0.205
C 5.354 -6.909 0.278
C 5.181 -7.879 1.280
C 4.187 -7.763 2.234
C 3.373 -6.639 2.151
N 2.302 -6.198 2.915
H -1.403 0.180 3.724
H -2.643 -0.513 2.616
H -1.595 0.824 2.076
H -1.999 -1.921 4.331
H 0.260 -5.529 4.553
H 1.838 -3.248 0.925
H 4.663 -5.045 -0.561
H 6.146 -7.036 -0.448
H 5.841 -8.736 1.305
H 4.055 -8.511 3.006
H 1.922 -6.649 3.727
O -3.162 -3.224 -1.373
C -2.363 -2.490 -0.872
N -1.600 -1.742 -0.348
Cl -1.464 3.860 3.784
C 0.241 4.015 3.270
Cl 0.855 2.547 2.553
H 0.832 4.256 4.143
H 0.287 4.806 2.531
C -3.334 2.110 -4.560
C -2.342 1.582 -3.511
C -2.656 0.099 -3.249
C -0.932 1.610 -4.130
Si -2.420 2.590 -1.889
Br -0.789 1.710 -0.598
C -3.982 2.297 -0.799
C -3.853 2.982 0.574
C -5.267 2.824 -1.458
C -4.176 0.794 -0.517
C -1.894 4.436 -2.040
C -1.692 5.089 -0.660
C -0.551 4.561 -2.783
C -2.931 5.276 -2.802
H -3.282 1.460 -5.442
H -3.092 3.121 -4.893
H -4.370 2.103 -4.216
H -2.368 -0.468 -4.142
H -3.716 -0.086 -3.084
H -2.093 -0.314 -2.411
H -0.935 0.918 -4.980
H -0.148 1.272 -3.450
H -0.657 2.586 -4.520
H -3.977 4.061 0.518
H -2.902 2.776 1.069
H -4.654 2.602 1.221
H -5.258 3.907 -1.589
H -6.121 2.581 -0.814
H -5.457 2.366 -2.430
H -3.264 0.292 -0.185
H -4.554 0.252 -1.380
H -4.926 0.692 0.278
H -1.082 4.481 0.013
H -2.633 5.312 -0.164
H -1.174 6.045 -0.809
H 0.218 3.882 -2.405
H -0.185 5.587 -2.658
H -0.658 4.389 -3.851
H -3.896 5.316 -2.293
H -3.101 4.917 -3.818
H -2.563 6.307 -2.880

Summary:
Charge: -1
Highest occupied orbital energy, eV: -5.73
Orbital gap, eV: 7.5
Energy above the lowest of the compared OMol25 structures with the same formula, charge and spin, kcal per mole: 13.2


Molecular formula: C7H9N
Method: DFT, ωB97M-V/def2-TZVPD

Positions of all 17 atoms, in Å:
C 0.916 0.595 -0.817
C 0.751 2.014 -0.673
N -0.559 1.923 0.196
C -0.599 0.491 -0.002
C 0.520 -0.513 0.134
C 0.318 -1.524 1.017
C 0.976 -2.754 1.315
C -1.715 0.018 -0.999
H 1.201 0.171 -1.778
H 0.472 2.820 -1.331
H -0.347 2.037 1.271
H -0.603 -1.474 1.604
H 0.556 -3.362 2.123
H 1.733 -3.084 0.723
H -1.590 0.132 -2.266
H -1.800 -1.107 -0.988
H -2.717 0.443 -0.586

Summary:
Highest occupied orbital energy, eV: -6.57
Orbital gap, eV: 5.7
Energy above the lowest of the compared OMol25 structures with the same formula, charge and spin, kcal per mole: 219.1


Number 1: largest force on an atom 1.67 eV Å⁻¹. Number 2: largest force on an atom 9.90 eV Å⁻¹. Number 3: largest force on an atom 1.04 eV Å⁻¹. Number 4: largest force on an atom 2.66 eV Å⁻¹. Number 5: largest force on an atom 0.83 eV Å⁻¹. Number 6: largest force on an atom 8.19 eV Å⁻¹.